Density functional theory data (ωB97M-V with the def2-TZVPD basis set) for 9 unconnected molecules or ions with the total composition C46H119N9O14 in a non-equilibrium geometry.

**Gap between HOMO and LUMO**: 8.8106 eV
**Total energy**: -91698.0732 eV
**LUMO level**: 0.5 eV
**Energy relative to the best compared isomer or geometry (same formula, charge and spin)**: 1.581 eV
**E_HOMO**: -8.30 eV
**Structure (SMILES)**: COC[C@H](C)N.COC[C@H](C)N.COC[C@H](C)N.COC[C@H](C)N.COCCNCCOC.COCCNCCOC.COCCNCCOC.COCCNCCOC.COCCNCCOC

Last column: Löwdin charge in e.
CARTESIAN COORDINATES (ANGSTROEM)
C 3.3777 1.4498 3.8931  -0.04
C 3.7755 2.6834 4.7324  -0.42
C 2.5200 3.2839 5.3282  -0.21
O 1.7669 2.3113 6.0041  -0.20
C 0.9004 2.7613 7.0053  -0.11
N 4.8020 2.4000 5.7302  0.05
H 4.2605 0.8960 3.5874  0.06
H 2.8053 1.7622 3.0101  0.06
H 2.6497 0.8480 4.4372  0.07
H 4.2042 3.3956 4.0224  0.13
H 1.9538 3.7705 4.5257  0.10
H 2.8311 4.0304 6.0748  0.13
H 1.3664 3.5580 7.6067  0.09
H 0.6979 1.9130 7.6521  0.09
H -0.0355 3.1963 6.6328  0.09
H 4.5246 1.6484 6.3517  0.08
H 5.6269 2.0845 5.2336  0.07
C 6.1004 -1.5989 1.5880  -0.07
C 5.4971 -1.8498 2.9462  -0.42
C 4.1735 -2.5815 2.8874  -0.21
O 3.6369 -2.6139 4.1876  -0.18
C 2.4171 -3.2995 4.2264  -0.12
N 6.4509 -2.6009 3.8354  0.04
H 6.6562 -2.4675 1.2186  0.07
H 6.7739 -0.7475 1.5499  0.08
H 5.3171 -1.5567 0.8238  0.06
H 5.3367 -0.9138 3.4892  0.11
H 4.4138 -3.6184 2.5945  0.14
H 3.5076 -2.1173 2.1533  0.12
H 2.5084 -4.3418 3.8872  0.09
H 1.6207 -2.8043 3.6584  0.08
H 2.0669 -3.3773 5.2582  0.09
H 5.8891 -3.2900 4.3302  0.06
H 6.7267 -1.9798 4.5884  0.06
C 0.4955 -3.2200 -1.1865  -0.05
C -0.1037 -2.7938 0.1601  -0.42
C 0.2419 -1.3751 0.5406  -0.22
O 1.6433 -1.2012 0.4963  -0.19
C 2.0395 0.1506 0.4534  -0.10
N -1.5553 -2.9219 0.1991  0.06
H 1.5651 -3.0114 -1.2116  0.08
H -0.0114 -2.7507 -2.0371  0.07
H 0.3098 -4.2910 -1.3086  0.07
H 0.3341 -3.4844 0.8908  0.14
H -0.1021 -1.0967 1.5423  0.10
H -0.3491 -0.6926 -0.1011  0.13
H 2.1548 0.5003 -0.5835  0.09
H 3.0392 0.1894 0.8909  0.08
H 1.3464 0.8292 0.9567  0.06
H -1.9758 -2.1488 -0.3080  0.05
H -1.9126 -3.7739 -0.2347  0.03
C -2.0040 -3.0909 -6.7911  -0.06
C -3.4349 -2.8252 -6.3710  -0.44
C -3.5634 -1.3943 -5.8572  -0.22
O -2.6582 -1.0641 -4.8086  -0.21
C -3.0350 -1.6143 -3.5376  -0.06
N -4.3341 -3.0342 -7.5152  0.03
H -1.8355 -4.1308 -7.0836  0.08
H -1.2892 -2.9439 -5.9792  0.07
H -1.7160 -2.4619 -7.6369  0.08
H -3.7490 -3.5893 -5.6579  0.11
H -4.5828 -1.1521 -5.5268  0.13
H -3.2641 -0.7184 -6.6648  0.13
H -3.5971 -2.5439 -3.6307  0.08
H -3.5976 -0.8348 -3.0257  0.06
H -2.0696 -1.8481 -3.0861  0.09
H -4.2986 -2.2726 -8.1840  0.07
H -5.3008 -3.1230 -7.2300  0.06
C -2.5331 0.9129 7.2975  -0.12
O -1.5458 0.7787 6.3260  -0.20
C -1.9080 1.0759 5.0131  -0.25
C -0.8616 0.5218 4.0514  -0.18
N -1.0231 0.9362 2.6658  -0.05
C -1.3916 2.3308 2.4241  -0.20
C -0.8520 2.8075 1.0812  -0.23
O -1.6731 3.8867 0.7134  -0.21
C -1.3185 4.4953 -0.5229  -0.08
H -2.2834 0.2946 8.1577  0.09
H -3.5236 0.6081 6.9329  0.09
H -2.6289 1.9558 7.6325  0.09
H -2.1344 2.1505 4.8898  0.11
H -2.9166 0.6785 4.7831  0.13
H -1.0262 -0.5522 4.1658  0.12
H 0.1436 0.7689 4.3961  0.11
H -1.7421 0.3883 2.2066  0.10
H -1.0117 2.9803 3.2154  0.12
H -2.4764 2.4913 2.4197  0.12
H -0.8231 2.0188 0.3191  0.12
H 0.1689 3.1762 1.2271  0.09
H -1.4544 3.7720 -1.3316  0.07
H -0.3067 4.9085 -0.4484  0.08
H -1.9970 5.3378 -0.6550  0.09
C -5.1880 -1.0012 -0.1539  -0.11
O -5.0135 0.1217 -0.9893  -0.21
C -4.0981 1.0774 -0.4451  -0.21
C -3.9137 2.1817 -1.4509  -0.18
N -2.8870 1.7916 -2.4283  -0.05
C -2.8836 2.5653 -3.6395  -0.21
C -4.0172 2.2675 -4.5980  -0.20
O -3.7812 3.0679 -5.7502  -0.20
C -4.8976 3.2990 -6.5543  -0.13
H -4.2788 -1.6180 -0.1134  0.07
H -5.9161 -1.6340 -0.6649  0.09
H -5.5318 -0.7305 0.8468  0.09
H -3.1361 0.5562 -0.3226  0.12
H -4.4958 1.3852 0.5265  0.12
H -3.6058 3.0552 -0.8668  0.10
H -4.7933 2.4294 -2.0511  0.11
H -2.8831 0.7895 -2.5390  0.07
H -1.9288 2.4446 -4.1573  0.13
H -2.8619 3.6381 -3.4121  0.12
H -5.0139 2.5345 -4.2371  0.12
H -3.8655 1.2188 -4.8807  0.11
H -5.7073 3.6547 -5.8978  0.09
H -5.2395 2.3880 -7.0640  0.09
H -4.7076 4.0491 -7.3167  0.08
C 2.8954 4.1608 0.3304  -0.09
O 2.2302 5.3055 0.8347  -0.19
C 1.9796 5.1905 2.2029  -0.26
C 1.4157 6.4926 2.7379  -0.23
N 2.1385 7.6369 2.2889  -0.07
C 1.4298 8.8993 2.3220  -0.20
C 2.2940 9.9782 1.6970  -0.24
O 1.6998 11.2311 1.9742  -0.19
C 2.5268 12.3300 1.6889  -0.12
H 2.3890 3.2303 0.6109  0.07
H 3.9287 4.1853 0.6852  0.10
H 2.8289 4.2071 -0.7558  0.09
H 2.9268 5.0659 2.7699  0.12
H 1.4003 4.3061 2.4800  0.09
H 1.3430 6.5287 3.8404  0.12
H 0.3097 6.4478 2.5977  0.12
H 2.7299 7.4793 1.4901  0.11
H 1.1742 9.1557 3.3501  0.13
H 0.5282 8.8499 1.6917  0.12
H 2.3448 9.8462 0.6088  0.13
H 3.2961 9.9372 2.1449  0.12
H 2.5389 12.5764 0.6217  0.09
H 3.5556 12.1563 2.0308  0.08
H 2.1548 13.1807 2.2590  0.09
C -7.0674 -5.8588 1.1110  -0.12
O -5.7902 -5.2954 0.9482  -0.19
C -4.7738 -6.2668 0.9516  -0.24
C -3.4529 -5.5685 0.6720  -0.19
N -3.2401 -5.2471 -0.7225  -0.07
C -2.7822 -6.2985 -1.6005  -0.22
C -2.3508 -5.7825 -2.9417  -0.20
O -3.3679 -5.0741 -3.6340  -0.22
C -4.5217 -5.7876 -3.9921  -0.11
H -7.8082 -5.0621 1.2068  0.09
H -7.1475 -6.4522 2.0271  0.09
H -7.3677 -6.4187 0.2164  0.09
H -4.9782 -6.9829 0.1368  0.12
H -4.7516 -6.8629 1.8737  0.12
H -2.5951 -6.1200 1.0591  0.13
H -3.4656 -4.6308 1.2363  0.11
H -3.9950 -4.7512 -1.1783  0.12
H -3.5246 -7.1156 -1.6749  0.11
H -1.9281 -6.8536 -1.1874  0.13
H -1.9900 -6.5935 -3.5923  0.13
H -1.5176 -5.0809 -2.8750  0.10
H -4.3026 -6.5421 -4.7665  0.10
H -5.1871 -5.0626 -4.4543  0.09
H -4.9647 -6.3580 -3.1705  0.08
C 1.3423 -5.1301 -3.9024  -0.14
O 2.6728 -4.9145 -3.5613  -0.19
C 3.2488 -3.8836 -4.3303  -0.23
C 4.6601 -3.6990 -3.8283  -0.22
N 4.6357 -3.2823 -2.4390  -0.05
C 5.9586 -2.8667 -1.9325  -0.19
C 6.3461 -1.4727 -2.3549  -0.23
O 5.6565 -0.5147 -1.5825  -0.20
C 6.0207 0.7992 -1.9159  -0.11
H 1.2800 -5.4872 -4.9446  0.09
H 0.7616 -4.2041 -3.8286  0.07
H 0.8983 -5.9226 -3.3038  0.08
H 2.6258 -2.9837 -4.2792  0.13
H 3.2888 -4.2018 -5.3859  0.12
H 5.1995 -2.9194 -4.3663  0.11
H 5.1783 -4.6540 -4.0168  0.12
H 4.2978 -4.0208 -1.8377  0.11
H 6.6737 -3.5900 -2.3605  0.12
H 6.0173 -2.9533 -0.8529  0.09
H 6.1109 -1.3281 -3.4185  0.11
H 7.4224 -1.3021 -2.2096  0.13
H 7.0516 1.0076 -1.5974  0.09
H 5.3842 1.4705 -1.3395  0.08
H 5.8941 0.9877 -2.9868  0.09